# 1
{"formula": "C5H13NO", "method": "the ωB97M-V functional and the def2-TZVPD basis", "species": ["O", "N", "C", "C", "C", "C", "C", "H", "H", "H", "H", "H", "H", "H", "H", "H", "H", "H", "H", "H"], "positions_angstrom": [[-2.220, -2.488, 0.764], [0.532, -0.918, -0.934], [1.126, 1.429, 1.939], [0.520, 0.305, -0.138], [0.979, 0.194, 1.112], [-0.717, -1.116, -1.687], [0.243, 1.579, -0.869], [0.947, 2.393, -0.678], [1.358, -1.027, -1.501], [0.151, 1.397, -1.933], [-0.767, -0.555, -2.617], [-1.686, -1.889, 1.260], [1.808, 2.127, 1.444], [0.146, 1.907, 2.083], [1.452, 1.309, 2.972], [1.035, -0.792, 1.537], [-1.514, -0.667, -1.066], [-1.578, -3.152, 0.498], [-1.141, -2.111, -1.678], [-0.674, 2.077, -0.508]], "energy_ev": -8932.0804, "e_above_lowest_kj_mol": 186.26, "charge": 0, "molar_mass_g_mol": 103.2, "lumo_energy_ha": 0.03293, "e_homo_ev": -8.705}


# 2
{"formula": "C5H13NO", "method": "the ωB97M-V functional and the def2-TZVPD basis", "species": ["O", "N", "C", "C", "C", "C", "C", "H", "H", "H", "H", "H", "H", "H", "H", "H", "H", "H", "H", "H"], "positions_angstrom": [[-0.154, -0.986, 1.878], [0.369, -0.770, -1.023], [-0.872, -0.758, -1.846], [-1.858, 0.387, -1.702], [0.980, -0.334, 1.328], [1.267, 0.783, 2.312], [0.635, 0.306, -0.029], [-0.246, 0.885, 0.149], [2.291, 0.844, 2.701], [-2.531, 0.202, -0.873], [0.497, 0.852, 3.071], [-1.333, -1.749, -1.652], [1.234, 1.806, 1.898], [1.484, 0.918, -0.369], [1.129, -0.690, -1.684], [-1.381, 1.268, -1.261], [-2.392, 0.733, -2.567], [-0.564, -0.965, -2.878], [-0.397, -1.729, 1.350], [1.843, -1.003, 1.196]], "energy_ev": -8932.2371, "e_above_lowest_kj_mol": 171.14, "charge": 0, "molar_mass_g_mol": 103.2, "lumo_energy_ha": 0.03583, "e_homo_ev": -8.789}


# 3
{"formula": "C5H13NO", "method": "the ωB97M-V functional and the def2-TZVPD basis", "species": ["O", "N", "C", "C", "C", "C", "C", "H", "H", "H", "H", "H", "H", "H", "H", "H", "H", "H", "H", "H"], "positions_angstrom": [[1.945, -5.138, 2.135], [-0.989, 0.513, 1.367], [0.078, 0.887, 0.589], [-1.196, 1.671, -1.517], [1.480, 0.604, 1.130], [-0.016, 1.582, -0.555], [-1.231, 0.417, -2.396], [-0.999, -0.242, 2.023], [1.749, 1.473, 1.723], [0.888, 2.014, -0.970], [-1.078, 2.583, -2.090], [1.254, -4.702, 1.650], [-0.332, 0.366, -3.001], [-1.875, 0.682, 0.909], [1.351, -0.219, 1.848], [-2.098, 1.724, -0.890], [-2.103, 0.523, -3.058], [-1.442, -0.505, -1.859], [2.471, -4.509, 2.618], [2.143, 0.275, 0.344]], "energy_ev": -8932.5935, "e_above_lowest_kj_mol": 136.75, "charge": 0, "molar_mass_g_mol": 103.2, "lumo_energy_ha": 0.01855, "e_homo_ev": -7.641}


# 4
{"formula": "C5H13NO", "method": "the ωB97M-V functional and the def2-TZVPD basis", "species": ["O", "N", "C", "C", "C", "C", "C", "H", "H", "H", "H", "H", "H", "H", "H", "H", "H", "H", "H", "H"], "positions_angstrom": [[-0.575, 1.225, -2.986], [0.781, 0.195, 0.910], [0.886, -0.864, -0.111], [-0.587, 0.144, 1.473], [-1.327, -0.925, 0.649], [-0.221, -1.870, 0.144], [1.182, 1.526, 0.426], [0.358, 2.026, -0.112], [-0.561, -2.403, -0.744], [-1.100, 1.086, 1.243], [-2.132, -1.389, 1.215], [0.086, -2.673, 0.818], [-0.780, 1.804, -2.213], [1.935, 1.311, -0.331], [1.426, 2.078, 1.327], [0.295, 0.897, -2.867], [1.877, -1.311, -0.030], [-0.629, -0.004, 2.551], [0.761, -0.456, -1.124], [-1.676, -0.397, -0.238]], "energy_ev": -8932.6211, "e_above_lowest_kj_mol": 134.09, "charge": 0, "molar_mass_g_mol": 103.2, "lumo_energy_ha": 0.03076, "e_homo_ev": -8.424}